# C3H2NO3

An isolated ion of composition C3H2NO3 and charge -1 in a non-equilibrium geometry (ωB97M-V/def2-TZVPD, the Open Molecules 2025 dataset).

The calculation puts the max |F| at 3.51 eV/A. The value obtained for the highest occupied orbital energy is -3.0 eV. The calculated total energy is -10774.447 eV. Its total charge is -1. The value obtained for the LUMO energy is 4.057 eV. The value obtained for the energy relative to the best compared isomer or geometry (same formula, charge and spin) is 320.6 kJ/mol.

Structure (XYZ):
```
9
Properties=species:S:1:pos:R:3:forces:R:3:mulliken_charge:R:1
C -0.098987 -1.698801 -0.264741 -2.3 2.2 -1.5 -0.494
C -1.227513 0.082084 -0.291276 1.9 -2.7 1.3 0.091
C 1.153128 0.343196 -0.055791 -0.6 1.3 -0.7 0.591
N -0.137401 0.910660 -0.092918 0.7 0.2 0.5 -0.070
O -2.381293 0.435109 -0.188335 0.2 0.0 -0.4 -0.551
O 2.133555 1.065675 0.016528 0.1 -0.2 0.3 -0.671
O 1.177020 -0.929836 -0.242113 -0.5 -1.5 1.0 -0.216
H -0.497751 -2.023857 0.741244 1.0 0.9 -0.1 0.081
H -0.120759 1.815771 0.377399 -0.6 -0.1 -0.6 0.238
```
Positions in Å, forces in eV/Å.